Molecular formula: C2H13N2O2
Method: DFT, ωB97M-V/def2-TZVPD

Geometry (Å):
C: -0.0912 1.3026 -0.6294
N: -0.5417 1.7019 0.7164
C: -1.1549 0.3556 -1.2549
N: -1.5847 -0.6959 -0.2244
H: 0.8370 0.7354 -0.5254
H: 0.1256 2.1622 -1.2574
H: 0.2173 1.9382 1.3217
H: -1.2560 2.4058 0.5888
H: -0.6462 -0.2039 -2.0309
H: -2.0466 0.9024 -1.5375
H: -1.6787 -1.5930 -0.7046
H: -0.8661 -0.9019 0.5073
H: -2.4098 -0.3838 0.2638
H: 3.6440 -1.4768 0.0950
H: 2.4614 -2.0564 -0.5608
O: 2.7567 -1.2228 -0.1614
H: 0.4875 -0.6421 2.4391
H: 1.2167 -1.0088 1.1772
O: 0.5297 -1.3187 1.7775

Values from the calculation:
- HOMO energy (eV) = -13.76
- frontier orbital gap (eV) = 10.55
- ΔE to the lowest compared entry with this formula, charge and spin (kJ/mol) = 59.3
- 2S+1 = 1
- LUMO energy (eV) = -3.2
- total charge = +1

Here are the Löwdin charges for atoms 1 to 2, given in e: -0.23, 0.01